# C23H13BrF3N2O2Rh

A structure of composition C23H13BrF3N2O2Rh (ωB97M-V/def2-TZVPD, the Open Molecules 2025 dataset).

## Properties
molecular weight	589.2	g mol⁻¹
total charge	0
E_LUMO (alpha / beta)	-1.312 / -1.311	eV
Kohn-Sham gap (alpha / beta)	6.56 / 6.55	eV
energy above the lowest of the compared OMol25 structures with the same formula, charge and spin	270.2	kJ/mol

The geometry in XYZ format:
```
45
Properties=species:S:1:pos:R:3:mulliken_charge:R:1
Rh 0.33124 0.65948 0.84545 -0.3286
F -2.67507 1.71930 5.19279 -0.3447
C -1.85414 0.86788 4.54736 0.5625
C -1.39550 1.20537 3.29066 -0.5773
C -0.54607 0.34412 2.59794 -0.1054
C -0.14406 -0.85753 3.24069 -0.4175
C -0.64620 -1.13888 4.50720 0.4177
F -0.28413 -2.27296 5.15270 -0.3439
C -1.50728 -0.30477 5.18596 -0.8176
C 0.84525 -1.69415 2.53909 1.0575
C 1.26912 -2.97010 2.91239 -0.6806
C 2.22951 -3.61843 2.15790 -0.2859
C 2.76658 -2.99993 1.03914 -0.7696
C 2.29482 -1.74509 0.71456 0.0287
N 1.36528 -1.11595 1.43358 -0.2956
H -1.70182 2.15325 2.87054 0.6196
H -1.87241 -0.55454 6.17069 0.5026
H 0.84786 -3.44823 3.77942 0.4824
H 2.55742 -4.60885 2.44618 0.4331
H 3.52293 -3.47399 0.43068 0.3970
H 2.65674 -1.20397 -0.14941 0.3366
Br -0.32590 -1.01444 -7.05069 -0.1660
C 0.72669 -0.87972 -5.49236 -0.0531
C 1.91834 -1.58819 -5.40301 -0.1440
N 2.70786 -1.53596 -4.33618 -0.6316
C 2.32456 -0.77558 -3.31753 -0.3158
C 1.14780 -0.03659 -3.31997 0.3319
C 0.32557 -0.08407 -4.43909 -0.3463
C 0.79717 0.77554 -2.12724 0.8701
O -0.26599 1.52436 -2.30138 -0.1268
O 1.46009 0.74111 -1.09693 -0.7960
H 2.24147 -2.21646 -6.22443 0.3817
H 2.98222 -0.73632 -2.45856 0.4334
H -0.59553 0.47987 -4.47550 0.6023
F -3.74415 4.25484 -1.89572 -0.3277
C -2.82263 3.42680 -1.37001 0.4486
C -3.29472 2.55970 -0.32159 -0.6476
C -2.41803 1.75252 0.32883 -0.7109
C -1.01606 1.73217 0.04539 0.0594
C -0.58806 2.48815 -1.21386 0.3403
C -1.57349 3.42702 -1.82143 -0.9412
H -4.34893 2.58298 -0.07974 0.4465
H -2.78356 1.10094 1.10989 0.6195
H 0.35183 3.00503 -1.01277 0.3263
H -1.26659 4.07430 -2.63160 0.4759
```


# C2H3O2S2

A cluster of 2 separate species, C2H3O2S2 in total (ωB97M-V/def2-TZVPD, the Open Molecules 2025 dataset).

## Properties
molecular weight	123.2	g mol⁻¹
total charge	-1
E_LUMO (alpha / beta)	3.056 / 3.300	eV
Kohn-Sham gap (alpha / beta)	7.51 / 6.44	eV
energy above the lowest of the compared OMol25 structures with the same formula, charge and spin	507.9	kJ/mol

The geometry in XYZ format:
```
9
Properties=species:S:1:pos:R:3:mulliken_charge:R:1
C 0.57216 -1.32880 -0.41176 -0.2290
C -1.70671 0.53686 0.17453 -0.6098
O 1.60621 1.02681 -1.33419 -0.5901
O 0.98712 0.78731 1.06225 -0.5773
S 1.15960 -2.78726 -0.43758 -0.2965
S 1.74464 0.19500 -0.09214 0.5712
H -1.98672 -0.07487 0.99209 0.2731
H -1.40128 1.57674 0.42421 0.2425
H -0.97504 0.06821 -0.37741 0.2157
```


# C27H42BN9O8SSe3TeY

A structure of composition C27H42BN9O8SSe3TeY (ωB97M-V/def2-TZVPD, the Open Molecules 2025 dataset).

## Properties
molecular weight	1117.0	g mol⁻¹
total charge	-1
E_LUMO	2.069	eV
Kohn-Sham gap	6.21	eV
energy above the lowest of the compared OMol25 structures with the same formula, charge and spin	81.7	kJ/mol

The geometry in XYZ format:
```
93
Properties=species:S:1:pos:R:3:mulliken_charge:R:1
Y -0.15122 0.29910 0.14193 -0.9534
Se -1.83095 -2.13295 0.28519 0.0759
Se -1.34160 -3.90198 1.67009 -0.5385
Te 0.57038 -4.44716 -1.95267 -0.3947
Se -0.37550 -2.12881 -1.67898 -0.3029
C -3.44403 0.32259 2.02582 -0.4220
C -4.33903 0.45308 3.28149 -0.8893
N -3.58548 1.01778 4.40039 -0.2107
C -3.06521 2.31887 3.98559 -0.8509
C -2.13666 2.17766 2.75189 -1.0703
N -2.06086 0.76720 2.31775 1.6198
C -1.54447 -0.03064 3.45101 0.0595
C -2.46140 0.12680 4.69017 -0.9395
H -3.80973 0.91548 1.19279 0.2349
H -3.40867 -0.71193 1.69360 -0.0388
H -4.72406 -0.52107 3.58983 0.2967
H -5.19698 1.10091 3.08581 0.3416
H -2.52606 2.75756 4.82847 0.3025
H -3.91536 2.96814 3.76508 0.2721
H -1.13054 2.50783 3.00440 0.5194
H -2.49270 2.76797 1.90686 0.3848
H -0.53915 0.32493 3.67312 0.0709
H -1.47129 -1.07330 3.13288 -0.0983
H -1.90819 0.54106 5.53656 0.3655
H -2.86406 -0.83956 4.99917 0.3094
O 2.88477 -6.23677 -0.01161 -0.4292
C 2.26611 -6.29465 1.25587 -0.5482
N 1.91106 -4.98894 1.75156 0.3539
C 2.80851 -4.21698 2.38486 0.0132
O 3.92399 -4.59732 2.73005 -0.7209
C 2.40983 -2.79095 2.62194 0.9691
C 3.04538 -2.08905 3.62723 -0.8250
C 2.75481 -0.74532 3.79240 -1.4479
C 1.85478 -0.15194 2.93121 -0.5404
N 1.23447 -0.81784 1.94530 1.6524
C 1.51741 -2.11596 1.79682 -0.6271
H 2.27058 -5.74327 -0.58920 -0.0603
H 2.98792 -6.74581 1.93166 0.3209
H 1.35196 -6.89152 1.22216 0.3132
H 0.98373 -4.61792 1.53690 -0.1942
H 3.76995 -2.60355 4.24491 0.4954
H 3.22721 -0.15397 4.56437 0.4667
H 1.62711 0.89975 3.01672 0.6260
H 1.04771 -2.62144 0.96128 -0.1561
N 3.41716 1.58720 0.26465 -0.1326
C 2.72795 2.01068 -0.80279 -0.1508
N 1.67127 1.40397 -1.28630 0.8721
C 1.25070 2.01909 -2.47252 -0.5291
C 0.25403 1.54302 -3.31387 -0.0822
C -0.07565 2.28016 -4.43806 -0.5247
C 0.58306 3.47086 -4.74054 -0.6751
C 1.60408 3.93598 -3.92726 -0.5037
C 1.93196 3.19267 -2.80466 0.8275
S 3.20260 3.47306 -1.64503 -0.3656
H 3.45953 0.56556 0.37061 0.3713
H 4.25020 2.09379 0.50801 0.2656
H -0.26254 0.61775 -3.09952 0.2082
H -0.85863 1.91394 -5.08962 0.4127
H 0.30754 4.03159 -5.62423 0.3850
H 2.13565 4.84766 -4.16641 0.3991
N 3.26962 -1.98862 -1.93501 -0.4438
C 3.71888 -2.08973 -0.64839 0.5539
N 4.22167 -3.29083 -0.26983 -0.3564
O 3.72928 -1.11309 0.11029 -0.7468
H 2.84258 -2.82500 -2.32464 0.0971
H 2.70077 -1.16514 -2.07278 0.1980
H 3.88151 -4.13359 -0.70836 0.2556
H 4.46596 -3.38709 0.70383 0.2365
C -4.16628 2.72789 -2.52570 -1.9739
C -4.36667 1.28092 -2.08604 1.6940
C -5.80401 1.05224 -1.65627 -2.1914
O -3.49942 1.05975 -0.95722 0.3451
B -2.28248 0.51736 -1.39641 2.0715
O -2.43098 0.20090 -2.75452 -0.8808
C -3.82172 0.25879 -3.11326 1.4669
C -3.94133 0.68244 -4.56577 -1.8776
C -4.38947 -1.14394 -2.92230 -1.9064
H -4.36521 3.38103 -1.67520 0.4625
H -4.84028 3.00007 -3.34093 0.3671
H -3.13556 2.89360 -2.84331 0.2268
H -6.09442 1.81513 -0.93179 0.4755
H -5.92445 0.07496 -1.19208 0.3402
H -6.47969 1.12080 -2.51275 0.3728
H -3.40745 1.61329 -4.75195 0.3168
H -4.98940 0.81756 -4.84542 0.3101
H -3.51516 -0.09301 -5.20383 0.4686
H -4.31165 -1.45509 -1.87929 0.2220
H -3.79922 -1.84047 -3.51849 0.4889
H -5.43320 -1.20530 -3.23833 0.3644
O 0.38553 4.16467 1.25778 -0.7768
N 0.13967 3.02480 0.95198 0.7533
O -0.65579 2.71150 0.02673 -0.3409
O 0.66657 2.03761 1.56243 -0.1758
```


# C30H68ClInNO4

A structure of composition C30H68ClInNO4 (ωB97M-V/def2-TZVPD, the Open Molecules 2025 dataset).

## Properties
molecular weight	657.1	g mol⁻¹
total charge	-1
E_LUMO	1.712	eV
Kohn-Sham gap	6.85	eV

The geometry in XYZ format:
```
105
Properties=species:S:1:pos:R:3:mulliken_charge:R:1
C -6.45412 -1.15321 3.33470 -0.5251
C -7.00202 -2.58262 2.84096 -0.4307
O -8.43309 -2.65765 3.02678 -0.1982
C -8.78203 -3.19950 4.26983 0.4478
O -7.96807 -3.43521 5.19901 -0.6245
C -10.32618 -3.51408 4.61050 -0.4091
C -11.14837 -4.09524 3.37433 -0.4520
C -11.39610 -3.06516 2.17417 -1.0148
In -11.61489 -0.89899 2.83451 0.9840
Cl -11.75602 0.45113 0.72745 -0.5930
O -13.42531 -0.79242 3.94383 -0.4361
N -13.68981 0.52887 3.97257 0.2361
O -12.63593 1.12185 3.85551 -0.3747
H -5.31985 -1.15977 3.22401 0.0203
H -6.82326 -0.86609 4.36731 0.3251
H -6.83901 -0.34622 2.61474 0.2453
H -6.83193 -2.59227 1.70288 0.2101
H -6.41708 -3.46265 3.24994 0.3694
H -10.83614 -2.62619 5.11650 0.1687
H -10.30489 -4.34042 5.40924 0.2959
H -12.18670 -4.38126 3.78520 0.2762
H -10.71854 -5.08325 2.96654 0.2848
H -10.44734 -3.08607 1.52316 0.1730
H -12.27163 -3.36191 1.50317 0.3712
H -10.18211 -0.30294 3.75509 -0.3610
C 0.49521 0.37413 0.14561 -0.5424
C -0.01614 1.34240 1.20390 -0.4474
C -0.62772 0.64427 2.41948 -0.8821
C -1.86389 -0.21025 2.12701 -0.6124
C -3.02859 0.52954 1.46852 -0.1131
C -3.59970 1.64833 2.32891 -1.5503
H -0.31439 -0.22719 -0.27571 -0.0070
H 0.95892 0.92619 -0.67645 0.3001
H 1.24584 -0.30188 0.56467 0.1392
H -0.73696 2.03165 0.75439 0.3017
H 0.82386 1.95723 1.54599 0.3189
H -0.87710 1.40104 3.17027 0.3370
H 0.13289 0.00358 2.88103 0.3864
H -2.21066 -0.64855 3.07005 0.4118
H -1.58026 -1.05543 1.49071 0.1573
H -3.82685 -0.19359 1.26619 0.4919
H -2.72590 0.93177 0.49651 0.2402
H -3.94430 1.26218 3.29175 0.2998
H -4.45185 2.11207 1.82628 0.4042
H -2.86052 2.43141 2.51601 0.3989
C 3.97749 1.44129 0.04577 -1.1898
C 4.22625 0.25287 -0.87317 -0.3208
C 4.93842 -0.91029 -0.18112 -0.7758
C 6.34315 -0.59782 0.34245 -1.0195
C 7.33532 -0.09645 -0.70753 0.0729
C 7.61319 -1.10952 -1.81003 -1.3256
H 4.91352 1.87958 0.40070 0.3890
H 3.42919 2.22155 -0.48871 0.3631
H 3.38334 1.14546 0.91442 0.2021
H 4.78970 0.57916 -1.75255 0.3248
H 3.26030 -0.10636 -1.24390 0.3007
H 4.98839 -1.75460 -0.87640 0.3786
H 4.32503 -1.25141 0.66085 0.3573
H 6.74724 -1.50500 0.80676 0.4172
H 6.27626 0.14436 1.14455 0.3330
H 8.28119 0.13749 -0.20560 0.3556
H 6.98353 0.84082 -1.15039 0.1539
H 8.00246 -2.04237 -1.39355 0.3116
H 8.35714 -0.71458 -2.50693 0.3547
H 6.71215 -1.33817 -2.38427 0.3343
C -2.43372 -2.60660 -1.56883 -1.2746
C -2.76084 -1.21686 -2.09883 0.4655
C -3.92396 -1.20449 -3.09180 -0.8603
C -3.69319 -2.00248 -4.37825 -0.7911
C -2.47118 -1.58369 -5.19684 -0.3225
C -2.54709 -0.15099 -5.70745 -1.1915
H -2.10477 -3.27591 -2.36757 0.3934
H -1.62657 -2.54916 -0.83324 0.3594
H -3.30389 -3.05313 -1.08067 0.2413
H -1.86673 -0.77484 -2.54951 0.2613
H -3.02527 -0.57648 -1.25087 -0.3074
H -4.15805 -0.16541 -3.34486 0.3169
H -4.81756 -1.60065 -2.59640 0.4176
H -4.58770 -1.91085 -5.00518 0.3955
H -3.60536 -3.06660 -4.13610 0.3070
H -2.38608 -2.25497 -6.05887 0.3733
H -1.55501 -1.71730 -4.61302 0.2337
H -3.43644 -0.00392 -6.32590 0.2943
H -1.66984 0.07940 -6.31746 0.3752
H -2.57591 0.56898 -4.88607 0.2806
C 12.14170 5.03796 -0.04711 -1.1730
C 11.42151 5.06731 -1.38865 -0.4310
C 10.02706 4.44061 -1.34246 -0.8333
C 9.99075 2.95300 -0.98068 -0.1522
C 10.80360 2.03623 -1.89555 -0.4421
C 10.31592 2.03490 -3.33818 -1.2099
H 12.32398 4.01494 0.29048 0.2797
H 13.11136 5.53598 -0.12899 0.3776
H 11.55999 5.55601 0.71980 0.2895
H 12.03758 4.57648 -2.14790 0.2390
H 11.31969 6.11125 -1.70430 0.3618
H 9.54250 4.59128 -2.31261 0.3419
H 9.41644 4.98704 -0.61449 0.3936
H 8.94553 2.62278 -0.98748 -0.0438
H 10.33990 2.82016 0.04856 0.3645
H 10.73829 1.01370 -1.50658 0.3417
H 11.86349 2.30787 -1.86642 0.3278
H 9.26775 1.72905 -3.39532 0.2294
H 10.90503 1.33417 -3.93518 0.3623
H 10.41230 3.02166 -3.79758 0.3703
```


Calculated strongest force on any atom in order - 0.03148, 0.05123, 0.01653, 0.07539 hartree/bohr